(1)
ORCA calculation (wB97M-V/def2-TZVPD) on C18H24N4O4 in the gas phase.

```
! RIJCOSX wB97M-V def2-TZVPD def2/J DEFGRID3
* xyz 0 1
C -1.096 2.733 -4.554
C -0.420 1.443 -4.105
C -0.527 1.245 -2.596
C 0.145 -0.057 -2.151
N -0.004 -0.263 -0.724
C 0.866 0.166 0.238
O 0.650 -0.070 1.424
C 2.027 0.960 -0.188
C 2.995 1.245 0.697
C 4.164 2.016 0.407
C 5.223 2.360 1.219
C 6.100 3.126 0.426
C 5.521 3.198 -0.807
O 4.358 2.536 -0.830
H 5.832 3.676 -1.715
H 7.030 3.563 0.726
H 5.346 2.091 2.248
H 2.907 0.872 1.708
H 2.095 1.327 -1.198
C -1.101 -1.065 -0.301
C -1.996 -0.596 0.633
N -2.027 0.720 1.000
H -2.257 0.915 1.961
H -1.230 1.249 0.680
N -2.962 -1.423 1.150
C -3.096 -2.742 0.745
O -3.937 -3.479 1.207
N -2.228 -3.140 -0.231
C -1.172 -2.418 -0.784
O -0.440 -2.945 -1.599
H -2.311 -4.106 -0.527
C -3.875 -1.003 2.204
C -3.345 -1.359 3.597
C -2.086 -0.602 4.005
H -1.272 -0.761 3.299
H -2.284 0.466 4.092
H -1.749 -0.952 4.977
H -3.148 -2.432 3.614
H -4.140 -1.158 4.317
H -4.083 0.063 2.105
H -4.804 -1.556 2.039
H -0.318 -0.904 -2.659
H 1.201 -0.062 -2.423
H -0.062 2.092 -2.083
H -1.580 1.219 -2.304
H -0.882 0.593 -4.612
H 0.633 1.466 -4.393
H -1.011 2.853 -5.631
H -2.152 2.721 -4.292
H -0.635 3.594 -4.075
*
```

The largest force on an atom comes out at 1.13 eV Å⁻¹. For the energy, the calculation gives -1220.3416 a.u. The lowest unoccupied orbital energy is 0.0 eV. The HOMO energy comes out at -8.109 eV. The SMILES is CCCCN(C(=O)/C=C/c1ccco1)c1c(N)n(CCC)c(=O)[nH]c1=O. As for the relative energy (zero: lowest compared OMol25 entry of this formula, charge and spin): 16.6 kcal per mole. The calculation puts the HOMO-LUMO gap at 8.139 eV.

(2)
ORCA calculation (wB97M-V/def2-TZVPD) on a molecular structure, C32H47N5O2P2SeTi.

```
! RIJCOSX wB97M-V def2-TZVPD def2/J DEFGRID3
* xyz 1 2
Ti -0.180 0.235 0.622
C 3.940 -2.129 0.189
O 3.755 -0.764 -0.261
C 2.535 -0.302 -0.240
O 1.543 -0.943 0.164
N 2.436 0.961 -0.675
N 1.139 1.497 -0.723
H 5.003 -2.313 0.091
H 3.372 -2.806 -0.442
H 3.625 -2.223 1.224
H 3.226 1.431 -1.092
H 0.840 1.565 -1.704
H 1.136 2.419 -0.294
C -1.213 -3.996 0.538
P -1.131 -2.316 -0.198
C -0.788 -2.727 -1.933
C -2.915 -1.924 -0.071
C -3.885 -2.307 -0.988
C -5.231 -2.081 -0.721
C -5.610 -1.490 0.475
C -4.645 -1.090 1.390
C -3.296 -1.290 1.125
P -1.965 -0.699 2.252
C -1.842 -2.040 3.496
C -2.724 0.638 3.222
H -1.806 -4.627 -0.125
H -1.694 -3.963 1.511
H -0.217 -4.428 0.652
H -0.600 -1.824 -2.503
H 0.123 -3.328 -1.955
H -1.595 -3.309 -2.383
H -3.608 -2.783 -1.922
H -5.980 -2.374 -1.446
H -6.658 -1.327 0.692
H -4.958 -0.604 2.306
H -2.820 -2.496 3.640
H -1.506 -1.607 4.439
H -1.123 -2.802 3.203
H -3.575 0.289 3.807
H -3.027 1.439 2.549
H -1.959 1.028 3.897
C -0.116 -1.672 -6.163
N -1.117 -1.164 -5.241
C -0.925 -0.198 -4.313
Se 0.653 0.690 -3.975
N -2.105 -0.034 -3.675
C -3.073 -0.895 -4.195
C -4.413 -1.095 -3.907
C -5.075 -2.071 -4.638
C -4.422 -2.815 -5.625
C -3.087 -2.596 -5.925
C -2.434 -1.619 -5.192
H 0.822 -1.164 -5.961
H -0.422 -1.477 -7.190
H 0.007 -2.746 -6.019
H -2.193 0.564 -2.862
H -4.928 -0.511 -3.159
H -6.124 -2.255 -4.444
H -4.972 -3.570 -6.171
H -2.584 -3.156 -6.702
C -5.175 1.839 -0.995
C -3.906 2.698 -0.880
C -3.641 3.434 -2.203
C -4.119 3.733 0.237
C -2.752 1.830 -0.567
C -1.795 1.114 -0.306
H -5.969 2.410 -1.481
H -5.525 1.539 -0.005
H -4.988 0.929 -1.562
H -4.404 4.199 -2.361
H -3.677 2.750 -3.056
H -2.664 3.917 -2.191
H -5.083 4.224 0.087
H -3.345 4.501 0.230
H -4.130 3.258 1.220
C -0.561 3.765 1.420
C 0.177 2.828 2.317
C 0.740 3.133 3.519
C 1.287 1.933 4.065
C 1.042 0.937 3.172
C 1.529 -0.479 3.261
N 0.354 1.462 2.059
H -0.542 4.758 1.867
H -1.598 3.462 1.283
H -0.134 3.859 0.416
H 0.756 4.115 3.969
H 1.810 1.824 5.004
H 1.725 -0.724 4.304
H 2.467 -0.623 2.717
H 0.820 -1.216 2.877
*
```

The largest force on an atom comes out at 0.84 eV Å⁻¹. For the energy, the calculation gives -5605.3099 a.u. The lowest unoccupied orbital energy (alpha / beta) is -2.2 / -2.0 eV. The HOMO energy (alpha / beta) comes out at -9.853 / -9.854 eV. As for the relative energy (zero: lowest compared OMol25 entry of this formula, charge and spin): 3.2 kcal per mole. The calculation puts the HOMO-LUMO gap (alpha / beta) at 7.613 / 7.843 eV.

(3)
ORCA calculation (wB97M-V/def2-TZVPD) on 3 unconnected molecules or ions with the total composition C3H12N4.

```
! RIJCOSX wB97M-V def2-TZVPD def2/J DEFGRID3
* xyz 2 1
C -0.342 1.170 0.178
C 1.815 -1.533 0.175
C 1.842 -0.413 -0.672
N -0.941 0.249 -0.257
N 0.338 2.064 0.794
N 2.834 0.407 -0.501
N -3.428 0.064 -0.065
H 2.415 -1.400 1.045
H 2.155 -2.510 -0.370
H 0.745 -1.742 0.456
H 1.193 -0.283 -1.681
H 0.148 2.193 1.777
H -0.073 2.958 0.439
H 3.534 0.292 0.240
H -2.310 0.166 -0.570
H 3.011 1.143 -1.229
H -3.567 -0.906 -0.322
H -3.504 0.385 0.890
H -4.199 0.525 -0.482
*
```

The largest force on an atom comes out at 5.62 eV Å⁻¹. For the energy, the calculation gives -339.8585 a.u. The lowest unoccupied orbital energy is -7.8 eV. The HOMO energy comes out at -19.184 eV. As for the relative energy (zero: lowest compared OMol25 entry of this formula, charge and spin): 46.3 kcal per mole. The calculation puts the HOMO-LUMO gap at 11.367 eV.

(4)
ORCA calculation (wB97M-V/def2-TZVPD) on 2 unconnected molecules or ions with the total composition N4O2.

```
! RIJCOSX wB97M-V def2-TZVPD def2/J DEFGRID3
* xyz 0 1
N 1.742 1.180 1.967
N -0.658 -0.161 -1.243
N 1.087 0.921 1.124
N -0.692 -0.897 -0.342
O -0.186 -1.408 0.621
O -1.292 0.365 -2.128
*
```

The largest force on an atom comes out at 1.52 eV Å⁻¹. For the energy, the calculation gives -369.3526 a.u. The lowest unoccupied orbital energy (alpha / beta) is -1.0 / -1.0 eV. The HOMO energy (alpha / beta) comes out at -10.210 / -10.210 eV. The SMILES is O=NN=O.N#N. As for the relative energy (zero: lowest compared OMol25 entry of this formula, charge and spin): 0.0 kcal per mole. The calculation puts the HOMO-LUMO gap (alpha / beta) at 9.253 / 9.253 eV.

(5)
ORCA calculation (wB97M-V/def2-TZVPD) on 2 unconnected molecules or ions with the total composition C5H4ClF2NOS.

```
! RIJCOSX wB97M-V def2-TZVPD def2/J DEFGRID3
* xyz 0 1
C -0.053 -0.827 -0.854
C 0.909 -1.468 -0.081
C -0.467 0.435 -0.113
C 1.145 -0.574 1.053
C -1.989 0.504 0.215
N 0.373 0.466 1.129
O 2.492 0.798 -1.013
F -2.413 -0.331 1.164
F -2.320 1.763 0.526
S 2.815 2.063 -0.299
Cl -2.856 0.112 -1.323
H -0.501 -1.065 -1.757
H 1.220 -2.450 -0.086
H -0.259 1.419 -0.451
H 1.904 -0.845 1.890
*
```

The largest force on an atom comes out at 4.75 eV Å⁻¹. For the energy, the calculation gives -1380.9198 a.u. The lowest unoccupied orbital energy (alpha / beta) is -1.7 / -1.7 eV. The HOMO energy (alpha / beta) comes out at -9.436 / -9.257 eV. The SMILES is FC(F)(Cl)[C@@H]1C=CC=N1.O=S. As for the relative energy (zero: lowest compared OMol25 entry of this formula, charge and spin): 8.6 kcal per mole. The calculation puts the HOMO-LUMO gap (alpha / beta) at 7.771 / 7.542 eV.

(6)
ORCA calculation (wB97M-V/def2-TZVPD) on a molecular structure, C19H37N2O2OsPSi.

```
! RIJCOSX wB97M-V def2-TZVPD def2/J DEFGRID3
* xyz 0 5
Os 0.114 0.076 -0.935
Si 0.185 -2.188 -2.123
P 0.531 1.173 -2.848
N -1.725 0.119 -1.049
H 0.632 1.420 -0.089
C 0.865 3.001 -2.851
H 1.014 3.439 -3.851
H 1.760 3.203 -2.253
H 0.022 3.514 -2.377
C 1.969 0.588 -3.886
H 2.113 1.190 -4.797
H 1.798 -0.452 -4.180
H 2.887 0.637 -3.292
C -0.850 1.078 -4.095
H -0.622 1.604 -5.031
H -1.745 1.519 -3.650
H -1.047 0.027 -4.312
C 1.911 -3.004 -2.293
H 2.341 -3.224 -1.313
H 2.600 -2.361 -2.840
H 1.835 -3.953 -2.840
H -0.662 -3.262 -1.557
H -0.300 -2.113 -3.524
C -3.012 0.018 -1.224
C -5.340 0.852 -0.897
C -3.979 0.960 -0.647
C -3.597 -1.026 -2.075
C -4.969 -1.101 -2.302
C -5.831 -0.172 -1.717
H -6.010 1.566 -0.446
H -3.542 1.736 -0.027
H -2.881 -1.727 -2.501
H -5.344 -1.889 -2.935
H -6.902 -0.245 -1.902
C 3.215 -0.117 -0.069
O 2.191 -0.370 -0.765
C 3.096 0.521 1.256
H 3.992 1.062 1.560
H 2.910 -0.216 2.043
H 2.241 1.203 1.243
C 4.585 -0.482 -0.565
H 5.180 0.426 -0.716
H 4.519 -1.026 -1.514
H 5.126 -1.095 0.161
O -0.138 -0.273 1.212
C -0.201 -0.392 2.472
C 1.000 -0.715 3.349
C 1.431 0.500 4.190
C 0.644 0.446 5.523
C -0.856 0.564 5.360
C -1.540 -0.497 4.493
N -1.381 -0.280 3.069
H 0.759 -1.519 4.053
H 1.723 -1.280 2.682
H 2.485 0.426 4.451
H 1.297 1.487 3.743
H 0.875 -0.507 5.992
H 0.993 1.223 6.199
H -1.293 0.455 6.352
H -1.134 1.554 4.991
H -1.121 -1.484 4.729
H -2.606 -0.519 4.699
H -2.207 -0.100 2.463
*
```

The largest force on an atom comes out at 4.76 eV Å⁻¹. For the energy, the calculation gives -1727.4943 a.u. The lowest unoccupied orbital energy (alpha / beta) is 0.4 / -1.5 eV. The HOMO energy (alpha / beta) comes out at -3.819 / -7.509 eV. As for the relative energy (zero: lowest compared OMol25 entry of this formula, charge and spin): 0.0 kcal per mole. The calculation puts the HOMO-LUMO gap (alpha / beta) at 4.237 / 6.033 eV.